(1)
Entry from OMol25: a molecular structure, CHF3NO3S2Tl (ωB97M-V/def2-TZVPD).

Its LUMO energy (alpha / beta) is -13.053 / -12.937 eV. The charge is +2. Its highest occupied orbital energy (alpha / beta) is -19.92 / -19.87 eV. Its frontier orbital gap (alpha / beta) is 6.86 / 6.93 eV.

XYZ file:
```
12
Properties=species:S:1:pos:R:3:mulliken_charge:R:1
Tl 3.162 -0.552 2.016 0.780
N 2.092 1.242 -0.399 -0.278
S 1.302 2.386 0.319 0.786
O 1.821 2.247 1.727 -0.331
S 1.497 -0.230 -0.728 1.019
O 2.350 -1.092 0.340 -0.399
O 1.740 -0.434 -2.142 -0.361
C -0.514 0.420 0.167 0.625
F -1.162 0.420 -0.980 -0.119
F -0.671 -0.729 0.800 -0.177
F -1.194 1.252 0.935 -0.092
H 2.487 -2.237 1.214 0.548
```

(2)
Entry from OMol25: a molecular structure, C23H60N2O12P2Pt (ωB97M-V/def2-TZVPD).

Its LUMO energy (alpha / beta) is -5.724 / -9.046 eV. The charge is +2. Its highest occupied orbital energy (alpha / beta) is -10.82 / -10.82 eV. Its spin multiplicity is 3. Its frontier orbital gap (alpha / beta) is 5.09 / 1.77 eV. Its expectation value of S² is 2.01.

XYZ file:
```
100
Properties=species:S:1:pos:R:3:mulliken_charge:R:1
N -4.863 -1.672 -2.314 -0.508
H -5.247 -2.489 -2.768 0.384
H -4.932 -1.033 -3.093 0.383
H -3.876 -1.826 -2.160 0.363
H -5.342 -1.402 -1.467 0.374
Pt -0.733 -3.182 -6.937 0.011
C 0.832 -0.381 -0.341 -0.857
C 1.391 -1.397 -1.340 -0.224
O 0.476 -2.170 -1.997 -0.356
H 0.352 -0.715 0.579 0.261
H 0.103 0.207 -0.900 0.249
H 1.596 0.370 -0.143 0.323
H 2.035 -2.131 -0.856 0.273
H 2.149 -1.024 -2.029 0.328
C -1.583 -4.225 8.967 -1.059
C -1.203 -5.653 9.077 -0.585
N -1.992 -6.564 8.224 0.281
C -3.393 -6.692 8.628 -0.244
C -3.674 -7.236 9.949 -1.364
C -2.215 -6.064 6.800 -0.324
C -0.890 -5.968 6.120 -1.305
H -0.973 -3.774 9.749 0.395
H -2.586 -3.817 9.099 0.338
H -1.240 -3.717 8.066 0.338
H -0.134 -5.832 8.966 0.411
H -1.348 -5.831 10.142 0.295
H -3.834 -5.698 8.698 0.301
H -4.015 -7.177 7.875 0.536
H -3.396 -8.286 9.865 0.383
H -2.879 -7.123 10.686 0.277
H -4.635 -7.326 10.457 0.386
H -2.659 -5.071 6.727 0.371
H -2.815 -6.769 6.224 0.524
H -0.053 -5.614 6.722 0.314
H -0.968 -5.261 5.294 0.348
H -0.553 -6.890 5.646 0.383
C 4.336 4.464 -8.441 -1.138
C 3.862 3.058 -8.147 -0.183
O 5.007 2.401 -7.753 -0.175
P 5.217 0.876 -8.230 0.620
O 4.010 0.002 -8.260 -0.734
O 5.865 0.953 -9.700 -0.116
C 5.284 0.319 -10.833 -0.056
C 6.227 0.734 -11.873 -1.259
O 6.386 0.297 -7.278 -0.299
C 7.615 0.967 -7.110 -0.158
C 8.293 0.378 -5.754 -1.150
H 4.748 4.358 -9.445 0.262
H 3.491 5.142 -8.560 0.381
H 5.076 4.835 -7.732 0.286
H 3.101 3.006 -7.368 0.301
H 3.435 2.676 -9.074 0.270
H 5.291 -0.768 -10.754 0.306
H 4.346 0.803 -11.103 0.264
H 7.200 0.430 -11.485 0.304
H 5.996 0.191 -12.789 0.415
H 6.085 1.796 -12.070 0.278
H 8.221 0.763 -7.993 0.284
H 7.641 2.057 -7.104 0.322
H 9.139 -0.304 -5.847 0.324
H 8.667 1.137 -5.067 0.322
H 7.631 -0.228 -5.136 0.325
C -1.305 7.523 -0.513 -1.266
C -2.134 8.064 0.636 -0.203
O -1.276 8.960 1.280 -0.203
P -1.806 9.889 2.488 0.845
O -3.001 9.353 3.229 -0.687
O -0.432 9.885 3.383 -0.382
C 0.094 8.833 4.150 -0.238
C 0.302 7.642 3.233 -0.942
O -2.039 11.404 1.817 -0.318
C -3.329 11.935 1.788 -0.244
C -3.682 12.004 0.262 -1.015
H -1.836 6.731 -1.040 0.400
H -1.088 8.152 -1.377 0.304
H -0.371 7.134 -0.107 0.269
H -3.128 8.400 0.340 0.430
H -2.423 7.297 1.354 0.293
H 0.952 9.198 4.714 0.331
H -0.691 8.570 4.860 0.240
H -0.628 7.107 3.044 0.237
H 0.848 7.857 2.314 0.214
H 0.997 6.901 3.628 0.439
H -4.126 11.337 2.229 0.278
H -3.451 12.924 2.231 0.366
H -3.724 10.999 -0.157 0.196
H -4.501 12.678 0.011 0.382
H -2.778 12.445 -0.159 0.274
C -3.340 -10.072 -0.007 -0.600
O -4.075 -10.335 1.202 -0.313
C -3.634 -11.381 2.022 0.762
O -2.534 -11.856 1.976 -0.521
O -4.487 -11.447 3.025 -0.303
C -4.198 -12.142 4.198 -0.635
H -2.983 -9.059 0.180 0.212
H -4.036 -9.901 -0.828 0.234
H -2.671 -10.898 -0.249 0.339
H -3.545 -11.661 4.927 0.264
H -3.852 -13.137 3.918 0.317
H -5.164 -12.245 4.691 0.243
```

(3)
Entry from OMol25: 2 unconnected molecules or ions with the total composition C6H13O2 (ωB97M-V/def2-TZVPD).

Its LUMO energy (alpha / beta) is 6.630 / 6.528 eV. The charge is -2. Its highest occupied orbital energy (alpha / beta) is 4.16 / -0.69 eV. Its spin multiplicity is 2. Its frontier orbital gap (alpha / beta) is 2.47 / 7.21 eV. The relative energy (zero: lowest compared OMol25 entry of this formula, charge and spin) is 3.121 eV. Its expectation value of S² is 0.75.

XYZ file:
```
21
Properties=species:S:1:pos:R:3:mulliken_charge:R:1
C -0.066 1.462 1.524 -0.528
O -0.852 1.791 0.441 -0.764
C 1.355 1.015 1.038 -0.975
C 1.468 -0.100 -0.029 -0.722
C 0.575 -0.099 -1.269 -1.318
C -0.195 -2.504 -1.767 -2.444
C -0.417 -1.229 -1.408 -0.448
H -0.569 0.662 2.104 0.280
H 0.145 2.375 2.131 0.181
H 1.815 1.921 0.609 0.355
H 1.971 0.800 1.925 0.300
H 2.480 -0.490 -0.121 0.900
H 0.978 -0.903 0.555 -0.076
H -0.002 0.810 -1.314 0.236
H 1.173 -0.148 -2.189 0.559
H 0.671 -3.090 -1.497 1.181
H -1.061 -3.052 -2.095 1.238
H -1.448 -0.897 -1.439 0.127
H -2.111 0.975 0.424 0.457
H -2.954 0.289 1.662 0.232
O -2.957 0.414 0.714 -0.774
```

(4)
Entry from OMol25: a single C3H5NO2 molecule (ωB97M-V/def2-TZVPD).

Its LUMO energy is 0.847 eV. As for the SMILES: [H]/N=C/OCC=O. Its highest occupied orbital energy is -9.66 eV. Its frontier orbital gap is 10.51 eV. The relative energy (zero: lowest compared OMol25 entry of this formula, charge and spin) is 2.325 eV.

XYZ file:
```
11
Properties=species:S:1:pos:R:3:mulliken_charge:R:1
N 1.414 0.714 0.280 -0.593
C 1.409 -0.129 -0.662 0.123
O 0.352 -0.919 -0.902 -0.340
C -0.714 -0.778 0.025 -0.359
C -1.419 0.596 0.326 -0.012
O -1.959 0.612 1.408 -0.449
H 2.279 1.244 0.294 0.229
H 2.198 -0.327 -1.393 0.372
H -0.386 -1.088 1.029 0.282
H -1.471 -1.495 -0.315 0.329
H -1.703 1.571 -0.089 0.417
```

(5)
Entry from OMol25: a single C26H27N3O5 molecule (ωB97M-V/def2-TZVPD).

Its LUMO energy is 0.599 eV. As for the SMILES: COc1ccc([C@@H]2[C@@H](C(=O)NCc3cccnc3)c3cc(OC)c(OC)cc3C(=O)N2C)cc1. Its highest occupied orbital energy is -8.30 eV. Its frontier orbital gap is 8.90 eV. The relative energy (zero: lowest compared OMol25 entry of this formula, charge and spin) is 1.345 eV.

XYZ file:
```
61
Properties=species:S:1:pos:R:3:mulliken_charge:R:1
C -6.258 -2.181 2.862 -0.850
H -7.196 -1.843 3.298 0.244
O -5.893 -1.193 1.931 -0.457
C -4.741 -1.358 1.223 0.925
C -4.435 -0.350 0.309 -0.916
C -3.292 -0.419 -0.458 -0.171
C -2.423 -1.496 -0.338 -0.349
C -2.733 -2.499 0.569 -0.573
C -3.876 -2.440 1.347 -0.650
H -4.081 -3.243 2.038 0.415
H -2.072 -3.348 0.670 0.495
C -1.140 -1.597 -1.135 -1.116
N -1.190 -0.869 -2.385 0.077
C -0.909 0.450 -2.496 0.770
O -1.036 1.067 -3.544 -0.753
C -0.431 1.106 -1.253 -0.731
C 0.031 0.364 -0.173 -1.337
C 0.475 1.035 0.953 -0.055
C 0.473 2.427 1.038 0.404
C 0.012 3.176 -0.065 1.231
C -0.433 2.494 -1.187 -0.179
H -0.791 3.019 -2.058 0.613
O 0.033 4.544 0.017 -0.484
C -0.452 5.288 -1.075 -0.935
H 0.136 5.106 -1.980 0.346
H -0.350 6.331 -0.780 0.251
H -1.505 5.068 -1.275 0.350
O 0.955 2.901 2.217 -0.486
C 0.890 4.271 2.549 -0.790
H 1.516 4.877 1.892 0.255
H -0.136 4.644 2.517 0.303
H 1.267 4.331 3.569 0.297
H 0.833 0.492 1.815 0.522
C 0.060 -1.125 -0.295 0.576
H 0.004 -1.593 0.694 0.818
C 1.351 -1.656 -0.949 0.212
O 1.391 -2.736 -1.498 -0.716
N 2.415 -0.841 -0.834 0.015
H 2.314 0.035 -0.343 0.186
C 3.732 -1.211 -1.298 -1.099
C 4.710 -1.350 -0.164 0.774
C 6.016 -0.886 -0.265 -0.631
C 6.875 -1.048 0.810 -0.335
C 6.390 -1.664 1.953 -0.362
N 5.149 -2.108 2.062 -0.616
C 4.338 -1.957 1.033 -0.225
H 3.336 -2.345 1.164 0.475
H 7.017 -1.811 2.822 0.363
H 7.896 -0.700 0.761 0.385
H 6.354 -0.408 -1.174 0.383
H 4.093 -0.470 -2.020 0.441
H 3.615 -2.172 -1.812 0.409
C -1.710 -1.588 -3.523 -1.236
H -1.738 -0.902 -4.367 0.420
H -1.061 -2.433 -3.757 0.327
H -2.719 -1.953 -3.314 0.314
H -0.958 -2.650 -1.386 0.810
H -3.081 0.372 -1.161 0.524
H -5.116 0.482 0.218 0.447
H -5.509 -2.285 3.654 0.337
H -6.413 -3.152 2.379 0.338
```

(6)
Entry from OMol25: a molecular structure, C5H32B2ClNO9 (ωB97M-V/def2-TZVPD).

Its LUMO energy is -0.560 eV. Its highest occupied orbital energy is -7.43 eV. Its frontier orbital gap is 6.87 eV. The relative energy (zero: lowest compared OMol25 entry of this formula, charge and spin) is 26.478 eV.

XYZ file:
```
50
Properties=species:S:1:pos:R:3:mulliken_charge:R:1
O -0.222 2.865 -0.983 -0.829
H 0.537 2.805 -1.568 0.286
H -0.383 1.970 -0.674 -0.058
H 0.012 3.476 -0.279 0.490
O 0.199 -0.343 0.988 -0.655
H -0.198 0.102 1.740 0.481
H -0.084 -1.260 0.947 -0.384
H -0.084 0.056 0.162 -3.587
O -0.897 0.045 -2.467 -0.478
H -0.266 -0.674 -2.546 0.656
H -0.567 0.716 -3.069 0.476
H -0.869 0.430 -1.587 1.847
Cl 1.483 2.022 1.386 1.951
O 1.533 2.774 0.179 -0.960
O 2.453 2.476 2.363 -0.830
O 0.108 2.069 1.829 -0.793
O 1.850 0.691 1.066 -0.585
B 1.496 2.604 -1.960 0.926
H 0.608 2.909 -2.492 0.536
H 1.339 1.620 -1.546 -0.669
H 2.325 2.636 -2.650 -0.263
H 1.694 3.305 -1.164 0.018
B -0.505 0.864 -0.583 -0.024
H -0.193 1.353 0.327 0.114
H -0.567 -0.185 -0.336 1.961
H -1.534 1.165 -0.700 -0.222
H 0.142 0.988 -1.438 -0.830
C 2.099 -0.983 -1.030 -0.507
O 3.282 -0.171 -0.791 -0.485
H 1.171 -0.434 -1.188 0.465
H 2.160 -1.690 -1.857 0.358
H 1.827 -1.609 -0.181 0.505
H 4.025 -0.726 -0.541 0.349
C -0.465 -3.436 2.565 -1.629
C -0.988 -2.851 1.274 0.541
C -1.940 -1.610 1.318 -0.858
O -2.192 -0.858 0.084 -0.198
C -2.907 0.323 0.335 -0.754
N 0.100 -2.507 0.443 -0.343
H 0.109 -4.361 2.511 0.405
H -1.200 -3.618 3.349 0.378
H 0.181 -2.736 3.096 0.346
H -1.513 -3.679 0.799 0.416
H -1.545 -0.989 2.122 0.366
H -2.885 -1.970 1.724 0.521
H -2.264 1.021 0.871 0.324
H -3.888 0.296 0.810 0.435
H -3.123 0.916 -0.554 0.248
H -0.118 -2.463 -0.542 0.211
H 0.663 -3.346 0.441 0.327
```

Copy entry 5 word for word.
Entry from OMol25: a single C26H27N3O5 molecule (ωB97M-V/def2-TZVPD).

Its LUMO energy is 0.599 eV. As for the SMILES: COc1ccc([C@@H]2[C@@H](C(=O)NCc3cccnc3)c3cc(OC)c(OC)cc3C(=O)N2C)cc1. Its highest occupied orbital energy is -8.30 eV. Its frontier orbital gap is 8.90 eV. The relative energy (zero: lowest compared OMol25 entry of this formula, charge and spin) is 1.345 eV.

XYZ file:
```
61
Properties=species:S:1:pos:R:3:mulliken_charge:R:1
C -6.258 -2.181 2.862 -0.850
H -7.196 -1.843 3.298 0.244
O -5.893 -1.193 1.931 -0.457
C -4.741 -1.358 1.223 0.925
C -4.435 -0.350 0.309 -0.916
C -3.292 -0.419 -0.458 -0.171
C -2.423 -1.496 -0.338 -0.349
C -2.733 -2.499 0.569 -0.573
C -3.876 -2.440 1.347 -0.650
H -4.081 -3.243 2.038 0.415
H -2.072 -3.348 0.670 0.495
C -1.140 -1.597 -1.135 -1.116
N -1.190 -0.869 -2.385 0.077
C -0.909 0.450 -2.496 0.770
O -1.036 1.067 -3.544 -0.753
C -0.431 1.106 -1.253 -0.731
C 0.031 0.364 -0.173 -1.337
C 0.475 1.035 0.953 -0.055
C 0.473 2.427 1.038 0.404
C 0.012 3.176 -0.065 1.231
C -0.433 2.494 -1.187 -0.179
H -0.791 3.019 -2.058 0.613
O 0.033 4.544 0.017 -0.484
C -0.452 5.288 -1.075 -0.935
H 0.136 5.106 -1.980 0.346
H -0.350 6.331 -0.780 0.251
H -1.505 5.068 -1.275 0.350
O 0.955 2.901 2.217 -0.486
C 0.890 4.271 2.549 -0.790
H 1.516 4.877 1.892 0.255
H -0.136 4.644 2.517 0.303
H 1.267 4.331 3.569 0.297
H 0.833 0.492 1.815 0.522
C 0.060 -1.125 -0.295 0.576
H 0.004 -1.593 0.694 0.818
C 1.351 -1.656 -0.949 0.212
O 1.391 -2.736 -1.498 -0.716
N 2.415 -0.841 -0.834 0.015
H 2.314 0.035 -0.343 0.186
C 3.732 -1.211 -1.298 -1.099
C 4.710 -1.350 -0.164 0.774
C 6.016 -0.886 -0.265 -0.631
C 6.875 -1.048 0.810 -0.335
C 6.390 -1.664 1.953 -0.362
N 5.149 -2.108 2.062 -0.616
C 4.338 -1.957 1.033 -0.225
H 3.336 -2.345 1.164 0.475
H 7.017 -1.811 2.822 0.363
H 7.896 -0.700 0.761 0.385
H 6.354 -0.408 -1.174 0.383
H 4.093 -0.470 -2.020 0.441
H 3.615 -2.172 -1.812 0.409
C -1.710 -1.588 -3.523 -1.236
H -1.738 -0.902 -4.367 0.420
H -1.061 -2.433 -3.757 0.327
H -2.719 -1.953 -3.314 0.314
H -0.958 -2.650 -1.386 0.810
H -3.081 0.372 -1.161 0.524
H -5.116 0.482 0.218 0.447
H -5.509 -2.285 3.654 0.337
H -6.413 -3.152 2.379 0.338
```